2 unconnected molecules or ions with the total composition C6H3IN2, computed with the ωB97M-V functional and the def2-TZVPD basis.

Element x y z (Å)
C 0.098 -1.187 0.367
C -0.305 -0.274 -0.265
C 0.746 1.645 -1.562
C -0.802 2.315 0.012
C 0.426 -2.324 1.234
C -0.556 1.603 -1.143
N 1.853 1.711 -1.765
N -0.863 2.864 1.001
I -2.199 1.435 -2.471
H -0.322 -3.134 1.424
H 0.571 -1.792 2.311
H 1.355 -2.862 0.858

Atoms 1-3, force components in eV/Å:
0.0 -2.6 1.4
-1.3 5.3 -3.0
0.2 0.3 -0.7

Results
E_LUMO: -1.62 eV
multiplicity: 1
ΔE to the lowest compared entry with this formula, charge and spin: 61.9 kcal per mole
charge: 0
HOMO-LUMO gap: 0.323 Ha
DFT total energy: -637.4101 hartree

Formally, the Mulliken partial charges of the atoms, in units of the elementary charge, are as follows:
1. C 0.042
2. C 0.150
3. C 0.208
4. C 0.198
5. C -1.088
6. C 0.043
7. N -0.320
8. N -0.319
9. I 0.296
10. H 0.300
11. H 0.231
12. H 0.260


A molecular structure, C4H5LiMgO2, computed with the ωB97M-V functional and the def2-TZVPD basis.

Element x y z (Å)
C 1.283 -0.229 0.997
C 1.017 0.290 -0.373
C -0.148 0.400 -1.120
C -1.413 -0.139 -0.758
O -2.188 -0.674 -1.578
O 1.338 0.675 1.959
Li 1.221 1.964 3.083
Mg -3.846 -2.010 -1.384
H 0.617 -1.155 0.507
H 2.151 -0.926 1.061
H 1.745 1.081 -0.603
H -0.090 0.868 -2.106
H -1.687 -0.146 0.314

Atoms 1-3, force components in eV/Å:
0.0 -4.4 -3.2
-0.3 4.5 -1.1
3.1 -0.1 0.6

Results
E_LUMO: -1.28 eV
multiplicity: 1
ΔE to the lowest compared entry with this formula, charge and spin: 43.0 kcal per mole
charge: 0
HOMO-LUMO gap: 0.145 Ha
DFT total energy: -513.3744 hartree

Formally, the Mulliken partial charges of the atoms, in units of the elementary charge, are as follows:
1. C -0.361
2. C -0.129
3. C -0.366
4. C 0.095
5. O -0.159
6. O -0.851
7. Li 0.872
8. Mg -0.464
9. H 0.098
10. H 0.212
11. H 0.354
12. H 0.344
13. H 0.357


What is the formula in the second record? C4H5LiMgO2